Record 1
C53H55BF4HgN4P as an isolated structure at a distorted geometry. Source: the OMol25 dataset; level of theory: the ωB97M-V functional and the def2-TZVPD basis.

Last column: Löwdin spin population.
Cartesian coordinates (Å):
Hg (0.269, -0.050, -0.256)  0.011
C (-1.002, 2.537, 4.214)  0.001
C (-0.372, 1.580, 3.191)  0.000
C (1.172, 1.612, 3.425)  0.000
C (-0.870, 0.175, 3.375)  0.014
C (-0.530, -0.448, 4.593)  0.000
C (-0.762, -1.811, 4.734)  0.007
C (-1.279, -2.567, 3.713)  0.000
C (-1.649, -1.991, 2.515)  0.014
C (-2.168, -2.910, 1.498)  0.004
C (-3.606, -2.650, 1.069)  0.001
C (-1.917, -4.389, 1.781)  0.000
C (-1.514, -0.593, 2.387)  0.026
N (-1.939, -0.095, 1.185)  0.239
C (-2.916, 0.694, 0.951)  0.141
C (-3.176, 1.248, -0.382)  0.075
N (-2.379, 1.030, -1.396)  0.196
C (-2.418, 1.776, -2.557)  0.019
C (-2.673, 1.070, -3.801)  0.012
C (-2.533, 1.702, -5.012)  0.000
C (-2.130, 3.019, -5.082)  0.007
C (-1.792, 3.690, -3.916)  0.000
C (-2.042, 3.150, -2.654)  0.011
C (-1.656, 3.996, -1.424)  0.000
C (-2.647, 5.194, -1.187)  0.000
C (-0.254, 4.509, -1.500)  0.000
C (-2.991, -0.392, -3.655)  0.003
C (-1.754, -1.158, -3.067)  0.004
C (-3.421, -0.940, -4.956)  0.000
C (-4.451, 1.930, -0.342)  0.017
C (-5.238, 2.602, -1.329)  -0.006
C (-6.338, 3.351, -0.913)  0.003
C (-6.755, 3.318, 0.444)  -0.003
C (-6.145, 2.478, 1.399)  0.019
C (-6.421, 2.350, 2.779)  0.047
C (-5.579, 1.642, 3.615)  0.001
C (-4.353, 1.080, 3.154)  0.038
C (-3.981, 1.199, 1.833)  0.028
C (-4.916, 1.870, 0.953)  0.055
H (-0.600, 3.518, 3.995)  0.000
H (-0.711, 2.392, 5.283)  0.000
H (-2.080, 2.604, 4.169)  0.000
H (-0.735, 1.916, 2.223)  0.000
H (1.317, 1.462, 4.508)  0.000
H (1.621, 2.555, 3.214)  0.000
H (1.633, 0.759, 2.947)  0.000
H (-0.144, 0.171, 5.421)  0.000
H (-0.665, -2.410, 5.640)  0.001
H (-1.331, -3.613, 3.844)  0.000
H (-1.513, -2.698, 0.620)  0.002
H (-4.238, -2.684, 1.910)  0.000
H (-3.982, -3.520, 0.470)  0.000
H (-3.747, -1.674, 0.629)  0.001
H (-2.528, -4.800, 2.539)  0.000
H (-0.890, -4.622, 2.052)  0.000
H (-2.122, -4.885, 0.826)  0.000
H (-2.681, 1.135, -5.916)  0.000
H (-2.100, 3.477, -6.045)  0.001
H (-1.275, 4.666, -3.996)  0.000
H (-1.749, 3.451, -0.468)  0.001
H (-2.737, 5.788, -2.082)  0.000
H (-2.376, 5.890, -0.346)  0.000
H (-3.692, 4.856, -0.953)  0.000
H (-0.133, 5.350, -2.172)  0.000
H (0.486, 3.733, -1.845)  0.000
H (0.174, 4.833, -0.515)  0.000
H (-3.830, -0.477, -2.997)  0.000
H (-0.857, -0.623, -3.453)  0.000
H (-1.817, -2.139, -3.526)  0.001
H (-1.672, -1.204, -1.976)  0.001
H (-2.628, -0.943, -5.706)  0.000
H (-4.296, -0.423, -5.369)  0.000
H (-3.760, -1.948, -4.885)  0.000
H (-4.927, 2.671, -2.411)  0.000
H (-6.874, 4.017, -1.544)  0.001
H (-7.612, 3.907, 0.737)  0.000
H (-7.246, 2.986, 3.142)  0.004
H (-5.889, 1.364, 4.644)  -0.001
H (-3.613, 0.686, 3.888)  0.002
N (6.079, -1.367, -0.306)  0.000
P (4.708, -2.351, 0.154)  0.000
C (5.244, -4.042, -0.138)  0.000
C (4.386, -4.825, -0.917)  0.000
C (4.623, -6.159, -1.078)  0.000
C (5.789, -6.700, -0.588)  0.000
C (6.677, -5.935, 0.165)  0.000
C (6.480, -4.576, 0.320)  0.000
C (4.899, -2.280, 1.981)  0.000
C (4.409, -3.334, 2.723)  0.000
C (4.328, -3.116, 4.078)  0.000
C (4.765, -1.945, 4.662)  0.000
C (5.448, -0.967, 3.901)  0.000
C (5.524, -1.159, 2.559)  0.000
C (5.842, -0.386, -1.305)  0.000
C (6.874, 0.068, -2.064)  0.000
C (6.530, 0.862, -3.124)  0.000
C (5.205, 0.978, -3.560)  0.000
C (4.279, 0.373, -2.722)  0.000
N (4.583, -0.225, -1.583)  0.000
H (7.052, -1.663, -0.073)  0.000
H (3.544, -4.346, -1.437)  0.000
H (3.880, -6.806, -1.565)  0.000
H (5.950, -7.732, -0.810)  0.000
H (7.647, -6.360, 0.534)  0.000
H (7.134, -3.985, 0.995)  0.000
H (4.034, -4.247, 2.193)  0.000
H (3.943, -3.923, 4.660)  0.000
H (4.478, -1.727, 5.692)  0.000
H (5.837, -0.056, 4.380)  0.000
H (6.021, -0.419, 1.983)  0.000
H (7.922, -0.019, -1.828)  0.000
H (7.347, 1.423, -3.571)  0.000
H (4.921, 1.345, -4.519)  0.000
H (3.270, 0.409, -3.052)  0.000
F (2.866, 1.978, -4.631)  0.000
B (1.469, 2.217, -4.560)  0.000
F (0.816, 1.502, -5.547)  0.000
F (1.206, 3.563, -4.556)  0.000
F (0.935, 1.601, -3.322)  0.000

Results
- max |F| (hartree/bohr) = 0.0614
- multiplicity = 2
- energy above the lowest of the compared OMol25 structures with the same formula, charge and spin (kcal/mol) = 0.0
- lowest unoccupied orbital energy (spin up / spin down) (eV) = 3.7 / 3.7
- net charge = -2
- orbital gap (spin up / spin down) (eV) = 4.07 / 5.51

Record 2
An isolated ion of composition C53H56N3O2Si and charge +1 at a distorted geometry. Source: the OMol25 dataset; level of theory: the ωB97M-V functional and the def2-TZVPD basis.

Last column: Mulliken charge in e.
Cartesian coordinates (Å):
C (-1.839, 0.845, -5.332)  -0.609
C (-1.011, 1.469, -4.386)  -0.697
C (-0.058, 0.715, -3.690)  0.042
C (0.089, -0.658, -3.943)  0.857
Si (1.494, -1.610, -3.234)  0.224
C (1.857, -3.058, -4.348)  0.629
C (3.079, -3.108, -5.037)  -0.854
C (3.390, -4.213, -5.840)  -0.674
C (2.481, -5.269, -5.963)  -0.633
C (1.240, -5.209, -5.316)  -1.156
C (0.922, -4.096, -4.522)  0.023
C (3.023, -0.548, -3.085)  0.185
C (3.277, 0.406, -4.084)  0.096
C (4.293, 1.356, -3.908)  -0.801
C (5.066, 1.331, -2.744)  -0.597
C (4.889, 0.319, -1.794)  -0.836
C (3.879, -0.635, -1.975)  -0.425
C (1.152, -2.193, -1.480)  0.104
C (1.693, -3.630, -1.223)  -0.727
C (0.463, -4.507, -0.945)  -0.730
C (-0.714, -3.555, -0.668)  -0.265
N (-0.269, -2.258, -1.170)  0.946
C (-0.993, -1.161, -1.001)  -1.682
C (-2.124, -1.184, -0.111)  0.774
C (-3.437, -0.686, -0.652)  0.116
C (-4.626, -1.268, -0.201)  0.019
C (-5.812, -1.112, -0.939)  -0.932
C (-5.770, -0.387, -2.131)  -0.616
C (-4.614, 0.314, -2.502)  -0.868
C (-3.472, 0.261, -1.672)  -0.223
C (-0.808, -1.284, -4.821)  -0.627
C (-1.764, -0.542, -5.525)  -0.774
H (-2.546, 1.440, -5.919)  0.441
H (-1.101, 2.546, -4.191)  0.407
H (0.568, 1.207, -2.939)  0.489
H (3.792, -2.287, -4.932)  0.327
H (4.350, -4.238, -6.363)  0.405
H (2.733, -6.136, -6.571)  0.377
H (0.507, -6.014, -5.416)  0.410
H (-0.065, -4.043, -4.051)  0.553
H (2.679, 0.408, -5.000)  0.477
H (4.462, 2.104, -4.684)  0.425
H (5.813, 2.107, -2.578)  0.413
H (5.524, 0.261, -0.906)  0.496
H (3.750, -1.446, -1.246)  0.355
H (1.652, -1.434, -0.845)  0.587
H (2.269, -3.987, -2.082)  0.241
H (2.383, -3.594, -0.359)  0.602
H (0.208, -5.122, -1.822)  0.275
H (0.649, -5.173, -0.103)  0.414
H (-1.646, -3.846, -1.181)  0.340
H (-0.920, -3.555, 0.415)  0.021
H (-0.626, -0.229, -1.442)  0.455
H (-2.337, -2.242, 0.243)  0.283
H (-4.613, -1.886, 0.709)  0.438
H (-6.719, -1.606, -0.583)  0.427
H (-6.659, -0.357, -2.782)  0.390
H (-4.588, 0.903, -3.420)  0.461
H (-2.572, 0.872, -1.868)  0.402
H (-0.748, -2.361, -4.978)  0.256
H (-2.440, -1.045, -6.228)  0.435
C (-7.519, -2.073, 3.290)  -0.761
O (-6.256, -2.759, 3.444)  -0.440
C (-5.101, -2.044, 3.301)  0.606
C (-3.910, -2.808, 3.296)  -0.839
C (-2.794, -2.259, 2.699)  0.040
C (-2.795, -0.915, 2.290)  -0.032
C (-1.639, -0.399, 1.481)  -0.023
C (-1.219, 0.937, 1.922)  -0.709
C (0.087, 1.398, 1.869)  -0.220
N (0.549, 2.479, 2.534)  0.493
C (1.983, 2.903, 2.525)  -0.172
C (2.897, 2.039, 3.397)  -0.361
C (4.304, 2.602, 3.517)  0.473
C (4.854, 2.835, 4.787)  -0.400
C (6.111, 3.438, 4.913)  -0.602
C (6.828, 3.796, 3.768)  -0.449
C (6.317, 3.502, 2.494)  -0.692
C (5.052, 2.907, 2.374)  -0.189
C (1.868, 4.300, 3.108)  0.067
O (2.693, 5.200, 3.017)  -0.697
N (0.656, 4.387, 3.742)  0.333
C (0.276, 5.567, 4.478)  -1.005
C (-0.277, 3.316, 3.431)  0.033
C (-1.533, 3.912, 2.745)  -1.318
C (-0.668, 2.592, 4.729)  -1.415
C (-3.921, -0.104, 2.490)  -0.714
C (-5.072, -0.654, 3.050)  -0.762
H (-8.263, -2.868, 3.394)  0.259
H (-7.656, -1.313, 4.069)  0.341
H (-7.615, -1.610, 2.297)  0.277
H (-3.929, -3.830, 3.655)  0.453
H (-1.901, -2.885, 2.518)  0.281
H (-0.730, -1.075, 1.452)  0.493
H (-1.912, 1.547, 2.486)  0.187
H (0.835, 0.906, 1.237)  0.687
H (2.332, 2.937, 1.476)  0.509
H (2.446, 1.982, 4.409)  0.155
H (2.933, 1.016, 2.972)  0.374
H (4.271, 2.551, 5.666)  0.336
H (6.510, 3.637, 5.914)  0.361
H (7.771, 4.330, 3.870)  0.366
H (6.887, 3.750, 1.595)  0.380
H (4.644, 2.681, 1.380)  0.365
H (1.159, 6.201, 4.635)  0.369
H (-0.467, 6.167, 3.943)  0.325
H (-0.124, 5.300, 5.457)  0.326
H (-1.238, 4.768, 2.116)  0.424
H (-2.056, 3.204, 2.098)  0.367
H (-2.228, 4.261, 3.521)  0.381
H (0.229, 2.434, 5.353)  0.318
H (-1.367, 3.224, 5.291)  0.489
H (-1.130, 1.621, 4.543)  0.242
H (-3.938, 0.928, 2.131)  0.443
H (-5.965, -0.049, 3.197)  0.359

Results
- max |F| (hartree/bohr) = 0.0539
- energy above the lowest of the compared OMol25 structures with the same formula, charge and spin (kcal/mol) = 18.5
- lowest unoccupied orbital energy (eV) = -3.3
- net charge = +1
- orbital gap (eV) = 6.59